Computed, not measured: C29H32BaN4OS as an isolated structure, with wB97M-V/def2-TZVPD.

As for the HOMO energy: -6.43 eV. As for the energy above the lowest of the compared OMol25 structures with the same formula, charge and spin: 0.00 kcal per mole. Its molar mass is 622.00 g mol⁻¹.

The geometry in XYZ format:
```
68
C29H32BaN4OS, DFT wB97M-V/def2-TZVPD
Ba 0.27 -0.20 -0.32
S -1.07 -4.50 2.62
O 2.97 -1.33 -1.27
N -2.66 0.42 -4.86
N 1.19 -3.15 2.05
N -1.36 -0.03 -2.72
N -0.85 -2.27 1.32
C -0.59 0.87 -3.60
C 0.14 4.12 3.36
C 2.92 -0.75 -0.18
C -0.69 3.61 -0.30
C -2.37 -1.00 -4.75
C -3.24 4.13 0.62
C 0.32 2.76 3.60
C -2.48 3.16 1.23
C -1.46 4.60 -0.91
C -4.84 -3.38 1.64
C -1.41 1.17 -4.88
C -1.17 2.88 0.79
C 0.30 5.05 4.37
C 0.67 2.37 4.89
C 0.19 1.73 2.54
C -3.45 0.85 -3.70
C -0.40 1.77 1.35
C -1.61 -1.29 -3.43
C 0.64 4.64 5.66
C -0.15 -3.19 1.93
C -2.21 -2.56 1.39
C -2.75 4.86 -0.46
C -3.22 -1.76 0.87
C 4.26 -0.53 0.53
C -4.53 -2.18 1.00
C 0.82 3.29 5.91
C -2.65 0.61 -2.39
C -2.53 -3.75 2.04
C -3.84 -4.18 2.17
H -2.45 1.54 -1.86
H -5.33 -1.57 0.61
H 1.71 -2.44 1.55
H -1.79 -1.30 -5.62
H -3.35 5.63 -0.93
H -0.12 4.46 2.37
H 1.69 -3.95 2.36
H 0.32 3.43 -0.67
H 0.78 5.37 6.45
H -1.05 5.16 -1.74
H -4.08 -5.10 2.68
H 5.11 -0.84 -0.08
H 0.16 6.10 4.16
H -0.65 -1.78 -3.62
H -2.99 -0.81 0.40
H -0.85 0.90 -5.78
H -4.39 0.29 -3.70
H -3.19 -0.06 -1.72
H -4.24 4.33 0.99
H -2.19 -1.94 -2.77
H 1.09 2.96 6.91
H 4.25 -1.09 1.47
H 0.36 0.37 -3.84
H -3.32 -1.55 -4.78
H -1.65 2.23 -4.95
H -5.87 -3.69 1.73
H -2.87 2.59 2.07
H 4.35 0.53 0.80
H -3.69 1.91 -3.82
H 0.67 0.79 2.84
H 0.81 1.31 5.09
H -0.37 1.78 -3.05
```


Computed, not measured: a 12-piece molecular cluster, C36H55O38PS overall in a non-equilibrium geometry, with wB97M-V/def2-TZVPD.

As for the HOMO energy: -4.87 eV. As for the energy above the lowest of the compared OMol25 structures with the same formula, charge and spin: 0.00 kcal per mole. Its molar mass is 1158.84 g mol⁻¹. Its charge is -2.

The geometry in XYZ format:
```
131
C36H55O38PS, DFT wB97M-V/def2-TZVPD
S 0.79 -0.14 0.19
P -5.40 0.50 3.07
O -2.99 -1.48 -3.18
O 5.33 -0.02 3.03
O 1.65 -4.48 -6.32
O 0.16 1.12 -0.20
O 6.35 -1.30 4.61
O 6.67 -1.24 0.02
O -4.56 1.74 2.42
O 0.58 -5.41 0.56
O 3.69 -6.00 -2.08
O 2.96 4.82 1.39
O -1.50 5.40 -1.29
O 3.42 -4.44 -0.48
O 2.06 -0.10 -0.46
O 6.47 -2.58 -1.77
O -0.52 -7.24 -0.10
O -3.68 -2.41 -1.32
O -1.46 -5.20 -0.35
O 4.22 -1.55 4.02
O -3.60 6.00 -1.97
O -6.87 0.80 2.49
O -5.28 0.35 4.54
O 0.88 -0.26 1.66
O -3.85 -3.49 -3.32
O -4.89 -0.85 2.25
O 1.16 2.54 -4.10
O 0.61 2.95 4.48
O 1.10 -3.17 -4.44
O 1.95 2.14 -6.13
O 0.16 5.07 5.20
O -0.07 -1.19 -0.34
O -0.02 -5.09 -4.81
O 3.18 -3.87 -2.48
O 6.00 -0.34 -1.87
O -0.39 4.24 3.10
O -2.80 3.90 -2.12
O 2.76 4.25 -0.63
O 2.78 1.07 -4.37
O 2.13 6.38 -0.01
C 6.73 0.18 0.18
C 3.36 -4.86 -1.68
C -7.81 -0.21 2.59
C -3.62 -1.05 -0.96
C -0.13 3.02 2.33
C 3.51 3.19 -0.10
C -4.59 2.00 0.99
C -8.94 0.07 3.53
C 5.78 0.66 -0.87
C -0.78 4.20 -1.16
C -0.39 -4.61 -3.51
C -3.24 -0.45 -2.33
C -5.10 3.43 0.91
C 5.36 -0.95 3.97
C 6.36 -1.48 -1.23
C 0.49 2.10 3.35
C 1.02 -4.25 -5.23
C 3.10 -2.64 -1.85
C -1.16 -3.96 0.11
C 3.43 3.48 1.36
C 2.59 5.27 0.23
C 1.26 1.92 -2.85
C -1.57 3.26 -1.98
C 2.52 1.11 -3.01
C 1.96 1.89 -4.94
C 0.03 -3.12 -3.54
C -2.68 5.15 -1.81
C 4.05 0.06 2.35
C -0.46 -6.01 0.01
C -3.65 -1.43 2.52
C 0.32 -4.00 0.49
C -3.50 -2.59 -2.66
C -2.46 -0.52 2.39
C 3.48 -3.02 -0.48
C 3.27 -0.98 3.09
C 0.11 4.15 4.35
H 2.86 2.35 -0.37
H 4.42 3.33 1.79
H 3.84 -1.90 -2.15
H 4.53 3.11 -0.47
H -9.70 -0.71 3.49
H -3.57 2.02 0.60
H -2.77 -0.86 -0.31
H -1.79 -3.75 0.97
H -3.61 -2.05 3.41
H 4.48 -2.64 -0.24
H -9.46 1.01 3.33
H -1.22 2.98 -2.98
H 3.11 -1.79 2.37
H 0.39 1.39 -2.47
H -5.15 3.83 -0.11
H 6.41 0.49 1.17
H 4.08 -0.29 1.32
H -1.61 2.42 -1.29
H -1.48 -4.73 -3.54
H 0.49 -3.53 1.45
H -3.94 0.27 -2.76
H 0.94 -3.50 -0.25
H 0.55 3.24 1.51
H 3.53 1.01 2.47
H -0.79 3.77 -0.16
H -0.95 2.56 1.80
H -0.22 1.30 3.58
H 2.54 0.05 -2.74
H -3.51 -2.28 1.86
H -0.81 -2.52 -3.90
H -1.59 -1.07 2.03
H -8.66 0.05 4.59
H -4.55 -0.74 -0.50
H -1.34 -3.21 -0.66
H -2.16 -0.06 3.33
H 2.29 -0.68 3.47
H -0.01 -5.22 -2.69
H 0.24 4.23 -1.55
H 3.33 1.62 -2.50
H 4.74 0.53 -0.57
H 2.13 -2.17 -1.73
H -2.24 -0.04 -2.25
H 5.97 1.61 -1.36
H 1.43 2.72 -2.14
H -5.17 1.33 0.35
H -6.05 3.53 1.43
H 7.73 0.60 0.04
H 0.29 -2.73 -2.56
H -4.37 3.99 1.50
H -8.16 -0.26 1.56
H 2.73 2.79 1.83
H -7.50 -1.24 2.73
H -2.74 0.26 1.69
H 1.43 1.71 2.95
H 2.81 -2.60 0.26
```


Table of Kohn-Sham gap (eV), in record order: 6.5 8.0